(1)
C4H6OS | the ωB97M-V functional and the def2-TZVPD basis

Last column: Mulliken charge in e.
Cartesian coordinates (Å):
1 S -3.02 0.38 -0.08  -0.027
2 O -2.38 -1.18 -0.04  -0.385
3 C -1.25 0.59 0.07  0.529
4 C -0.31 1.76 0.18  -1.007
5 C -1.08 -0.77 -0.01  0.215
6 C -0.02 -1.81 -0.03  -1.102
7 H 0.61 -1.73 -0.87  0.302
8 H -0.63 -2.72 -0.02  0.319
9 H 0.71 1.30 0.04  0.267
10 H -0.61 2.41 -0.54  0.346
11 H 0.71 -1.58 0.81  0.266
12 H -0.30 2.21 1.17  0.276

LUMO energy	0.47	eV

=====

(2)
C4H6OS | the ωB97M-V functional and the def2-TZVPD basis

Last column: Mulliken charge in e.
Cartesian coordinates (Å):
1 S -0.47 -2.06 2.37  0.289
2 O -1.59 -2.93 1.99  -0.462
3 C -0.43 -0.13 0.51  0.629
4 C -1.09 0.38 1.49  -0.733
5 C 0.09 -1.53 0.67  -0.635
6 C 0.17 0.72 -0.57  -1.123
7 H -0.13 -2.31 -0.06  0.409
8 H 1.21 -1.47 0.58  0.361
9 H -0.52 1.44 -0.89  0.394
10 H -2.00 0.96 1.74  0.302
11 H 0.33 -0.10 -1.28  0.303
12 H 1.15 1.14 -0.24  0.266

LUMO energy (alpha / beta)	0.18 / -0.39	eV

=====

(3)
C4H6OS | the ωB97M-V functional and the def2-TZVPD basis

Last column: Mulliken charge in e.
Cartesian coordinates (Å):
1 S 0.47 1.88 0.27  -0.179
2 O 1.08 -2.64 1.03  -0.425
3 C -0.57 0.42 0.24  -0.405
4 C 0.92 -1.45 0.95  -0.048
5 C 0.22 -0.82 -0.30  -0.261
6 C -0.91 1.42 -0.82  -0.757
7 H -1.82 1.92 -0.87  0.335
8 H -0.77 -1.29 -0.73  0.245
9 H -0.28 1.44 -1.60  0.293
10 H -0.95 0.37 1.20  0.618
11 H 1.58 -0.78 1.61  0.282
12 H 1.03 -0.48 -0.98  0.302

structure (SMILES)	O=CC[C@@H]1CS1
LUMO energy	0.79	eV

=====

Ordered largest force on an atom results: 3.913 3.362 5.134; unit eV/A.
Ordered energy relative to the best compared isomer or geometry (same formula, charge and spin) results: 2.5316 4.9717 2.9905; unit eV.